A 2-piece molecular cluster, C5H15N2 overall, computed with ωB97M-V with the def2-TZVPD basis set.

Cartesian coordinates (Å):
N1 -3.394 1.097 0.427
C1 0.489 -0.854 0.178
C2 1.782 -0.266 -0.010
C3 1.875 0.718 -1.198
C4 2.130 0.490 1.316
C5 -0.693 -0.565 -0.584
N2 -1.866 -1.440 -0.282
H1 -3.116 0.158 0.197
H2 -3.514 1.291 1.405
H3 -4.132 1.482 -0.135
H4 0.549 -1.764 0.782
H5 2.550 -1.033 -0.174
H6 1.803 0.208 -2.163
H7 2.758 1.348 -1.173
H8 0.992 1.345 -1.156
H9 1.467 1.353 1.436
H10 3.107 0.962 1.211
H11 2.077 -0.149 2.190
H12 -0.319 -0.771 -1.594
H13 -1.024 0.473 -0.411
H14 -1.874 -2.249 -0.896
H15 -1.648 -1.833 0.633

Force components x, y, z for each atom (eV/Å):
0.898 0.615 -0.154
1.330 -1.245 -0.753
0.794 1.680 -1.212
-0.921 -0.353 0.128
-0.250 0.596 0.226
-1.353 -1.238 1.237
1.417 0.039 0.319
-0.658 -0.203 0.130
-0.166 -0.202 0.050
-0.120 -0.185 -0.021
-0.526 0.243 0.428
-0.260 -0.407 0.562
0.276 -0.083 0.140
0.116 -0.124 0.090
0.009 0.557 -0.048
-0.239 -0.323 0.059
0.147 -0.541 -0.066
0.143 0.015 0.137
-0.062 0.674 -0.483
0.245 0.385 -0.618
-0.123 0.162 -0.196
-0.697 -0.063 0.043

Results
HOMO-LUMO gap	5.782	eV
charge	+1
lowest unoccupied orbital energy	-6.7	eV
energy relative to the best compared isomer or geometry (same formula, charge and spin)	3.285	eV